A 2-piece molecular cluster, C4H10BrP overall at a distorted geometry. Source: OMol25; level of theory: ωB97M-V with the def2-TZVPD basis set.

Each line ends with the Mulliken charge.
Atoms and positions in Å:
C: -1.86810 1.20572 1.43847  -0.77
C: -0.91214 1.77075 0.71013  -0.21
C: -1.15024 2.57092 -0.53539  -0.40
C: -0.54405 1.70512 -1.60494  -0.93
H: -1.64763 0.51873 2.24795  0.29
H: -2.78323 1.66477 1.18196  0.28
H: 0.09128 1.64589 0.98741  0.38
H: -2.14453 2.88453 -0.87762  0.35
H: -0.46805 3.39488 -0.51012  0.22
H: -0.71473 2.08369 -2.68312  0.29
H: 0.55258 1.62164 -1.27454  0.26
H: -1.12089 0.73748 -1.55548  0.24
P: 0.39851 -2.55593 1.14858  0.06
Br: 2.00759 -4.03745 1.00238  -0.19
H: -0.47596 -3.08405 0.27047  0.07
H: 0.83769 -1.59166 0.14316  0.06

Forces on the atoms, in the same order (eV/Å):
C 1.28 0.65 -0.34
C -1.80 0.25 0.36
C 0.67 0.07 -0.24
C 0.14 -1.05 -1.49
H -0.41 0.27 0.05
H -1.71 -0.65 0.27
H 1.52 -0.40 -0.02
H -0.03 -0.14 0.97
H -0.08 1.23 0.21
H 0.74 -0.31 1.73
H -1.45 -0.48 -1.29
H 1.15 0.52 -0.20
P 0.64 1.91 0.65
Br 0.37 -0.35 -0.21
H -0.99 -0.87 -1.06
H -0.05 -0.63 0.61

The net charge is 0. For the total energy, the calculation gives -3073.70527 Ha. The calculation puts the molecular weight at 169.0 g mol⁻¹. Its SMILES is C=CCC.PBr. The orbital gap comes out at 10.05 eV.


C4H10CeO2 as an isolated structure at a distorted geometry. Source: OMol25; level of theory: ωB97M-V with the def2-TZVPD basis set.

Each line ends with the Mulliken charge.
Atoms and positions in Å:
H: -0.61543 0.69469 2.98505  0.04
C: -1.81606 1.22222 1.50481  -0.18
O: -1.42071 0.43143 0.57713  -0.28
C: -0.73271 0.94839 -0.59975  -0.58
C: 0.06140 -0.17237 -1.22009  -0.35
O: 0.86953 -0.82921 -0.23958  -0.37
C: 1.96948 -1.59471 -0.76327  -0.65
H: -2.55041 0.77599 2.18362  0.43
H: -1.53065 2.28061 1.44586  0.39
H: -0.11001 1.80166 -0.30447  0.50
H: -1.52438 1.27031 -1.28577  0.38
H: 0.72190 0.26339 -1.98051  0.41
H: -0.59929 -0.91529 -1.68377  0.40
H: 2.40036 -2.16208 0.06770  0.34
H: 1.60212 -2.28903 -1.52800  0.33
H: 2.71534 -0.90282 -1.17175  0.34
Ce: 0.55951 -0.82317 2.01276  1.85

Forces on the atoms, in the same order (eV/Å):
H 0.04 -0.05 -1.07
C 0.35 -0.07 1.62
O 0.23 -1.35 -0.06
C 0.41 0.55 -0.80
C -0.79 0.39 -1.25
O -0.53 0.49 1.72
C 0.99 -0.51 -0.83
H -0.09 0.63 -0.19
H -0.38 -0.09 0.26
H -0.11 -0.02 0.03
H 0.26 0.06 -0.03
H -0.17 -0.09 0.01
H 0.21 0.05 0.04
H 0.09 -0.09 -0.02
H 0.10 0.10 0.19
H -0.12 -0.23 0.05
Ce -0.47 0.26 0.32

As for the spin multiplicity: 2. The net charge is +3. For the total energy, the calculation gives -782.67254 Ha. The calculation puts the molecular weight at 230.2 g mol⁻¹. The orbital gap (alpha / beta) comes out at 8.75 / 9.34 eV.


A 2-piece molecular cluster, C4H10Cl overall at a distorted geometry. Source: OMol25; level of theory: ωB97M-V with the def2-TZVPD basis set.

Each line ends with the Mulliken charge.
Atoms and positions in Å:
Cl: -4.84655 1.57252 1.11592  -0.24
H: -3.68323 1.38683 0.64221  0.24
C: 1.14058 0.08257 0.44222  -0.37
C: 1.00284 -0.50962 1.77215  -0.87
C: 0.74690 -0.64190 -0.76871  -0.19
C: 0.10844 0.18725 -1.89332  -1.05
H: 1.20679 1.20297 0.37848  0.33
H: 0.68207 0.34552 2.40698  0.26
H: 0.28048 -1.34269 1.71630  0.33
H: 1.97079 -0.87704 2.17562  0.22
H: 1.61015 -1.19552 -1.15292  0.28
H: 0.02296 -1.36169 -0.37468  0.22
H: -0.00850 -0.43784 -2.80923  0.30
H: -0.86047 0.47569 -1.47830  0.22
H: 0.62674 1.11294 -2.17272  0.32

Forces on the atoms, in the same order (eV/Å):
Cl -0.27 0.04 0.11
H 0.28 -0.04 -0.11
C 0.05 2.36 -0.62
C 0.27 0.50 0.55
C 0.30 -0.10 -0.31
C -0.27 -0.49 0.07
H 0.16 -1.18 0.04
H -0.05 -1.02 0.23
H 0.22 0.31 0.51
H -0.49 -0.01 -0.05
H -0.02 -0.28 -0.11
H -0.07 -0.44 -0.65
H -0.14 0.53 0.66
H -0.18 0.13 -0.57
H 0.20 -0.33 0.23

As for the spin multiplicity: 2. The net charge is 0. For the total energy, the calculation gives -618.51629 Ha. The calculation puts the molecular weight at 93.6 g mol⁻¹. The orbital gap (alpha / beta) comes out at 8.09 / 12.19 eV.


C4H10F36HfO2P6 as an isolated structure at a distorted geometry. Source: OMol25; level of theory: ωB97M-V with the def2-TZVPD basis set.

Each line ends with the Mulliken charge.
Atoms and positions in Å:
Hf: -0.07469 -0.02532 0.58549  1.84
P: -3.12959 -2.62631 0.73879  1.56
F: -2.08641 -3.66082 1.41112  -0.36
F: -4.38292 -3.59811 1.10156  -0.36
F: -3.29077 -1.85924 2.12042  -0.32
F: -4.08953 -1.61073 -0.01088  -0.34
F: -1.78780 -1.65033 0.36933  -0.63
F: -2.88512 -3.39370 -0.67554  -0.37
P: 0.72678 -1.84650 2.99517  1.58
F: -0.69947 -1.18737 2.44675  -0.32
F: 0.00905 -3.19784 3.32108  -0.38
F: 0.83124 -2.24071 1.37878  -0.34
F: 2.17951 -2.34248 3.28321  -0.39
F: 1.27497 -0.35743 2.41758  -0.49
F: 0.56127 -1.24825 4.44080  -0.40
P: -1.82893 2.19610 2.09933  1.65
F: -1.24100 3.56694 2.59705  -0.37
F: -2.54085 1.93173 3.50487  -0.42
F: -3.07927 2.85926 1.43680  -0.42
F: -2.25317 0.67670 1.64485  -0.32
F: -0.92346 2.18730 0.73874  -0.47
F: -0.46385 1.32603 2.61662  -0.35
P: -2.91485 1.11059 -2.13665  1.83
F: -1.91371 0.46640 -0.93754  -0.46
F: -4.12174 1.10199 -1.09025  -0.37
F: -2.46025 2.57727 -1.61284  -0.37
F: -3.83191 1.77003 -3.27036  -0.35
F: -1.64174 1.07675 -3.13860  -0.35
F: -3.28433 -0.37136 -2.64364  -0.36
P: 3.68306 -1.17254 -0.47320  1.67
F: 2.94779 -1.82657 -1.76388  -0.34
F: 5.09911 -1.74169 -0.98625  -0.36
F: 3.91447 0.19660 -1.26666  -0.36
F: 4.34192 -0.56418 0.85208  -0.36
F: 2.20279 -0.60135 0.02530  -0.32
F: 3.39769 -2.57102 0.32825  -0.35
P: 2.38693 3.14730 1.35107  1.65
F: 2.98000 3.21258 -0.14693  -0.36
F: 1.13048 4.02857 0.89798  -0.36
F: 1.51290 1.74507 0.85500  -0.72
F: 1.71744 3.02403 2.81878  -0.36
F: 3.54943 2.15252 1.83243  -0.37
F: 3.25080 4.43092 1.75255  -0.33
C: 0.09905 -2.96239 -1.14300  -1.31
O: 0.11947 -1.53100 -1.21513  0.40
C: 0.27423 -1.08530 -2.55486  -1.41
C: 0.85881 0.30467 -2.57906  -1.29
O: 0.53608 1.05226 -1.40216  0.65
C: 0.56972 2.44409 -1.73682  -1.27
H: -0.47972 -3.36483 -0.31904  0.25
H: 1.11492 -3.33295 -1.00375  0.28
H: -0.36331 -3.36328 -2.04388  0.37
H: -0.70321 -1.16504 -3.02816  0.76
H: 0.99093 -1.67371 -3.13261  0.51
H: 0.51825 0.78946 -3.49635  0.65
H: 1.94496 0.31823 -2.70378  0.71
H: 0.31380 3.03493 -0.86846  0.14
H: -0.13740 2.71599 -2.52150  0.42
H: 1.57114 2.72801 -2.05999  0.27

Forces on the atoms, in the same order (eV/Å):
Hf 0.05 0.47 -0.38
P -1.41 -1.60 0.03
F 0.01 0.15 0.07
F 0.48 0.16 -0.18
F 0.11 0.19 -0.02
F 0.28 0.32 0.16
F 0.62 0.98 -0.12
F 0.06 0.22 0.18
P 0.14 0.00 -0.23
F -1.07 0.30 0.72
F 0.18 0.03 0.11
F 0.22 -0.35 -0.30
F 0.02 -0.08 -0.27
F 0.78 0.42 -0.13
F -0.34 0.06 -0.29
P 0.03 -0.75 2.46
F 0.25 -0.21 -0.40
F 0.10 0.18 -0.37
F 0.16 -0.23 -0.34
F -0.65 -0.55 -1.10
F -0.09 0.45 -1.79
F 0.38 0.32 0.66
P -0.96 0.56 -0.10
F 0.48 -0.60 0.45
F 0.31 -0.12 -0.15
F 0.01 -0.31 -0.22
F 0.00 0.05 -0.15
F -0.09 0.20 -0.09
F 0.20 0.13 0.40
P 1.54 -1.27 0.53
F -0.12 0.24 -0.14
F -0.04 0.07 0.01
F -0.26 0.06 -0.07
F -0.24 -0.01 -0.32
F -1.13 0.51 0.28
F -0.12 0.63 -0.30
P 0.70 0.07 1.04
F -0.09 -0.28 0.18
F -0.01 0.15 -0.21
F -0.65 -0.93 -0.03
F 0.22 0.02 -0.50
F -0.17 0.16 -0.44
F -0.18 0.16 0.18
C 0.22 -1.22 0.22
O 0.12 0.35 0.89
C 0.10 0.46 -0.57
C 0.69 -0.12 -0.62
O -0.51 -0.44 -0.28
C 0.07 1.37 0.17
H -0.12 0.63 0.09
H 0.10 0.20 -0.34
H 0.09 0.19 -0.13
H -0.09 0.26 0.02
H -0.09 -0.46 0.44
H -0.48 0.21 0.39
H 0.04 -0.36 0.60
H 0.11 -0.16 0.05
H -0.10 -0.60 0.06
H 0.13 -0.28 0.16

The net charge is -2. For the total energy, the calculation gives -6001.81238 Ha. The calculation puts the molecular weight at 1138.4 g mol⁻¹. The orbital gap comes out at 10.54 eV.


One molecule with the formula C4H10FN at a distorted geometry. Source: OMol25; level of theory: ωB97M-V with the def2-TZVPD basis set.

Each line ends with the Mulliken charge.
Atoms and positions in Å:
C: 0.90201 -1.32323 1.71738  -0.98
N: 0.61113 -0.22888 0.84399  -0.26
C: -0.62222 -0.18681 0.24237  -0.68
C: -0.81422 0.93138 -0.75383  0.16
C: 0.04629 0.85006 -1.97902  -1.11
F: -0.57005 2.11733 -0.10438  -0.36
H: 0.23618 -1.45744 2.57144  0.32
H: 1.91968 -1.27774 2.05769  0.34
H: 0.87370 -2.24770 1.10460  0.31
H: 0.77110 0.54122 1.38520  0.17
H: -1.47437 -0.22463 0.92542  0.41
H: -0.83782 -0.99509 -0.44819  0.34
H: -1.81880 1.02260 -0.82348  0.40
H: -0.23345 1.77879 -2.57259  0.29
H: -0.03002 -0.14408 -2.56567  0.30
H: 1.04086 0.84421 -1.60094  0.35

Forces on the atoms, in the same order (eV/Å):
C -0.11 -1.94 -1.06
N 2.06 -1.64 -0.37
C -2.38 -0.37 -1.46
C 1.88 -0.82 1.46
C -1.25 -0.26 -1.33
F 1.14 1.75 0.65
H -0.25 0.10 0.14
H 0.46 0.30 0.33
H -0.17 0.21 0.47
H 0.33 2.97 1.12
H -0.25 0.30 0.40
H 0.46 -1.09 0.21
H -3.41 -0.37 -1.58
H 0.85 -1.39 0.25
H -0.39 1.78 0.81
H 1.03 0.47 -0.03

The net charge is 0. For the total energy, the calculation gives -312.98246 Ha. The calculation puts the molecular weight at 91.1 g mol⁻¹. Its SMILES is CNC[C@H](C)F. The orbital gap comes out at 10.08 eV.


A 2-piece molecular cluster, C4H10FN overall at a distorted geometry. Source: OMol25; level of theory: ωB97M-V with the def2-TZVPD basis set.

Each line ends with the Mulliken charge.
Atoms and positions in Å:
C: 1.40574 0.61476 -0.65911  -1.33
C: -0.01418 0.44853 1.49991  -1.37
C: -0.14321 -1.35754 -0.48809  -1.21
C: -0.01537 0.20190 -0.08386  1.01
N: -0.94039 0.89516 -0.96249  -0.31
F: -3.38729 -0.22304 -0.42452  -0.59
H: 1.30504 0.22107 -1.64280  0.39
H: 1.67888 1.59069 -0.57712  0.45
H: 2.04156 0.03102 0.04769  0.35
H: -0.99174 0.14274 1.94502  0.37
H: 0.30721 1.41372 1.60522  0.46
H: 0.71449 -0.23593 1.96060  0.36
H: -0.22351 -1.68894 -1.53709  0.37
H: 0.82192 -1.64097 -0.16773  0.40
H: -0.98871 -1.92467 -0.05768  0.32
H: -1.57045 1.51153 -0.45793  0.32

Forces on the atoms, in the same order (eV/Å):
C -1.35 -3.61 1.20
C -1.56 -3.67 -2.05
C -0.83 0.19 -0.25
C -1.77 0.22 -0.15
N 0.50 -1.83 1.57
F 1.78 0.71 -0.20
H 1.04 -0.01 -0.92
H 0.33 2.91 0.01
H -0.03 0.24 -1.01
H 0.59 0.86 -0.40
H 0.38 2.58 0.88
H -0.03 0.26 -0.33
H 0.17 1.21 0.02
H 0.90 -1.19 0.66
H 0.44 0.90 0.55
H -0.55 0.23 0.42

The net charge is 0. For the total energy, the calculation gives -312.78892 Ha. The calculation puts the molecular weight at 91.1 g mol⁻¹. The orbital gap (alpha / beta) comes out at 6.26 / 6.25 eV.